(1)
This record from the Open Molecules 2025 dataset describes a structure of composition C4H4O2 at a distorted geometry. The level of theory is wB97M-V/def2-TZVPD.

```
10
Properties=species:S:1:pos:R:3
O -0.01 2.62 0.03
C -0.12 1.44 -0.09
O -0.55 0.70 -1.19
C -0.62 -0.49 -0.34
C 0.80 -0.86 -0.02
C 0.04 0.22 0.75
H -1.46 -1.15 -0.47
H 1.06 -1.71 0.60
H 1.09 -0.83 -1.05
H -0.23 0.05 1.78
```

Energy above the lowest of the compared OMol25 structures with the same formula, charge and spin   46.5 kcal per mole
Orbital gap   11.11 eV
Total charge   0
HOMO   -10.208 eV

---

(2)
This record from the Open Molecules 2025 dataset describes a cluster of 2 separate species, C4H4O2 in total at a distorted geometry. The level of theory is wB97M-V/def2-TZVPD.

```
10
Properties=species:S:1:pos:R:3
O -2.14 -0.15 -0.68
C -1.00 0.32 -0.09
C 0.00 -0.79 0.24
O -0.04 -2.01 0.27
C 1.15 0.00 0.40
C 2.13 0.69 0.35
H -1.87 -1.02 -0.99
H -1.28 0.82 0.86
H -0.09 1.29 -0.89
H 3.14 0.86 0.53
```

Energy above the lowest of the compared OMol25 structures with the same formula, charge and spin   99.6 kcal per mole
Orbital gap   9.80 eV
Total charge   0
HOMO   -10.120 eV

---

(3)
This record from the Open Molecules 2025 dataset describes an isolated molecule of C4H4O2 at a distorted geometry. The level of theory is wB97M-V/def2-TZVPD.

```
10
Properties=species:S:1:pos:R:3
C 0.45 2.07 -0.32
C -0.27 1.11 -0.49
C -1.00 -0.19 -0.48
O -0.50 -0.72 0.74
C 0.75 -1.25 0.78
O 0.89 -2.43 0.87
H 1.00 2.98 -0.31
H -0.81 -0.89 -1.32
H -2.09 -0.20 -0.32
H 1.57 -0.50 0.84
```

Energy above the lowest of the compared OMol25 structures with the same formula, charge and spin   55.4 kcal per mole
SMILES   C#CCOC=O
Orbital gap   11.20 eV
Total charge   0
HOMO   -10.379 eV

---

(4)
This record from the Open Molecules 2025 dataset describes an isolated molecule of C4H4O2 at a distorted geometry. The level of theory is wB97M-V/def2-TZVPD.

```
10
Properties=species:S:1:pos:R:3
O -1.22 0.79 -0.63
C -2.17 0.22 0.06
C -0.05 -0.02 -0.63
C 1.23 0.54 -0.16
O 0.77 1.05 1.09
C 0.49 -0.31 0.73
H -1.94 -0.89 0.03
H -0.05 -0.80 -1.38
H 2.26 0.50 -0.48
H 0.71 -1.16 1.35
```

Energy above the lowest of the compared OMol25 structures with the same formula, charge and spin   151.0 kcal per mole
Orbital gap   9.12 eV
Total charge   0
HOMO   -8.704 eV

---

(5)
This record from the Open Molecules 2025 dataset describes a structure of composition C4H4O2 at a distorted geometry. The level of theory is wB97M-V/def2-TZVPD.

```
10
Properties=species:S:1:pos:R:3
C -0.41 0.95 0.99
C -0.32 1.54 -0.33
C -0.46 -0.06 -0.02
C 0.20 -1.31 -0.27
O 0.83 1.02 2.37
O -1.09 0.62 -1.04
H 0.24 2.15 -0.98
H 1.04 -1.33 0.37
H 0.41 -1.51 -1.28
H -0.44 -2.07 0.17
```

Energy above the lowest of the compared OMol25 structures with the same formula, charge and spin   185.7 kcal per mole
Orbital gap (alpha / beta)   8.20 / 8.21 eV
Total charge   0
HOMO (alpha / beta)   -8.597 / -8.608 eV

---

(6)
This record from the Open Molecules 2025 dataset describes a structure of composition C4H4O2 at a distorted geometry. The level of theory is wB97M-V/def2-TZVPD.

```
10
Properties=species:S:1:pos:R:3
O 0.67 -0.91 2.03
C 0.38 -0.40 0.97
C 0.62 -0.73 -0.43
C -0.44 0.20 -0.93
O -1.68 0.08 -0.16
C -0.62 0.78 0.40
H 1.00 -1.64 -0.93
H 1.39 0.23 0.31
H -0.57 0.57 -1.94
H -0.75 1.83 0.68
```

Energy above the lowest of the compared OMol25 structures with the same formula, charge and spin   107.7 kcal per mole
Orbital gap   9.48 eV
Total charge   0
HOMO   -9.341 eV

---

no.,calculated total energy (eV)
1,-8305.0599
2,-8302.7588
3,-8304.6734
4,-8300.5287
5,-8299.0255
6,-8302.4085